27
Properties=species:S:1:pos:R:3 method="wB97M-V/def2-TZVPD" orbital_gap_ev="7.18 / 7.93" e_tot_ha=-665.40353 e_homo_ev="-11.761 / -12.743" charge=+1 spin_multiplicity=1
O 1.100 -1.658 -3.489
N 0.530 0.335 0.644
N 0.277 -0.878 -1.321
N -0.066 -1.572 -4.158
C -2.857 1.151 1.872
C 1.641 0.693 1.544
C 1.053 -0.349 -0.426
C -0.848 0.360 0.782
C -1.481 1.035 1.846
C 2.961 0.471 0.783
C 2.511 -0.607 -0.297
C -1.695 -0.186 -0.229
C -3.684 0.521 0.900
C -0.985 -0.767 -1.259
C -3.103 -0.008 -0.227
H 3.656 0.142 1.469
H 1.647 0.036 2.570
H 1.705 1.793 1.973
H 1.315 -2.564 -3.678
H -0.506 -0.631 -4.079
H -4.825 0.625 1.076
H 3.358 1.496 0.493
H -0.949 1.530 2.744
H 3.234 -0.487 -1.211
H 2.742 -1.692 0.108
H -3.220 1.699 2.653
H -3.509 -0.489 -1.083

120
Properties=species:S:1:pos:R:3 method="wB97M-V/def2-TZVPD" orbital_gap_ev=6.16 e_tot_ha=-4729.31964 e_homo_ev=-10.719 charge=+1 spin_multiplicity=1
Cl -3.940 -0.919 -7.548
Cl -1.158 0.390 -6.817
S 1.733 -2.633 -10.706
S 3.273 -5.075 8.986
S 2.122 8.865 1.588
P -1.609 3.422 1.760
O 3.230 9.045 2.486
O -2.735 4.431 2.228
O 3.296 -4.044 7.976
O 0.040 -3.603 5.070
O 3.202 -6.459 8.595
O 2.331 8.829 0.162
O 2.922 -2.307 -9.964
O -1.515 2.155 2.501
O -0.372 4.406 1.863
O 1.640 -3.865 -11.442
N -2.355 1.930 -2.515
N -2.536 1.434 -3.724
C 0.480 -2.939 -0.693
C -0.167 7.906 2.576
C 0.484 -4.327 -1.333
C 0.553 -2.910 3.957
C 1.184 7.400 2.056
C 0.235 -2.951 0.819
C 0.295 -2.504 -9.627
C -1.473 1.299 -1.774
C 2.613 -5.052 11.521
C 1.973 -4.742 10.172
C 1.533 -3.120 1.633
C -0.240 -1.486 -4.041
C -4.122 4.052 2.121
C -4.571 -0.948 -4.917
C -0.458 9.236 1.866
C -3.543 -0.534 -5.926
C -1.958 0.374 -4.265
C 4.646 -4.857 10.129
C -4.924 4.898 3.090
C -1.906 3.075 0.006
C 4.022 -4.445 11.467
C -0.989 -0.306 -3.509
C -2.360 0.026 -5.644
C 0.924 3.883 2.221
C -1.097 -3.807 -3.277
C -0.502 -1.294 -10.124
C 1.036 -4.076 5.962
C 1.285 -1.275 -11.787
C 0.291 -4.315 -2.850
C 0.829 10.050 1.952
C -1.216 1.770 -0.377
C 1.716 3.396 1.000
C -0.770 0.184 -2.275
C -1.108 -2.723 -4.362
C 1.314 -3.804 2.984
C -0.227 -1.147 -11.627
H -4.236 2.987 2.338
H -2.984 2.959 -0.128
H -0.586 -0.196 -12.016
H 1.115 -5.364 9.929
H -3.214 1.946 -4.279
H 1.226 -5.140 5.801
H 2.676 3.909 0.943
H -0.757 -3.156 -5.300
H -5.569 -0.882 -5.345
H 0.895 10.865 1.236
H -4.458 4.232 1.097
H 2.231 -3.719 1.044
H -0.131 1.841 -0.268
H -0.259 -2.025 1.121
H 0.515 -1.743 -3.298
H -0.949 7.168 2.399
H -4.939 4.465 4.088
H 1.805 -0.389 -11.423
H -0.035 -0.292 -1.637
H 0.409 -5.340 -3.206
H -0.168 -0.393 -9.604
H 2.675 -6.133 11.662
H -0.443 -3.772 1.075
H 4.637 -4.779 12.301
H -5.954 4.989 2.742
H 0.848 3.114 2.986
H -0.334 -4.906 -0.891
H 1.070 6.788 1.163
H -1.292 9.765 2.324
H 1.963 -2.128 1.799
H 1.612 -1.514 -12.795
H -4.540 -0.357 -4.003
H -0.263 -3.433 -9.725
H 1.007 10.421 2.961
H -0.313 -2.456 3.470
H 1.088 -3.731 -3.319
H -0.302 -2.335 -1.168
H -1.664 -4.650 -3.679
H 0.651 -2.393 -8.605
H 5.314 -4.106 9.716
H 2.026 -4.641 12.341
H 1.928 2.329 1.062
H 5.159 -5.815 10.191
H 2.286 -4.056 3.411
H 0.693 -3.932 6.986
H -0.109 8.072 3.653
H 1.747 6.862 2.814
H -1.669 -3.463 -2.409
H -1.569 3.902 -0.621
H -0.729 -1.946 -12.177
H -0.710 9.054 0.819
H 1.978 -3.535 5.844
H 0.739 -4.721 2.831
H -4.409 -1.994 -4.641
H 1.442 -2.445 -0.885
H -1.564 -1.417 -9.917
H 1.712 -3.688 10.081
H 1.208 -2.094 4.298
H 1.409 -4.846 -1.075
H -4.493 5.897 3.147
H 1.176 3.619 0.079
H -2.145 -2.417 -4.521
H 0.306 -1.170 -4.933
H 3.954 -3.357 11.524
H -1.530 0.976 0.308
H 1.464 4.721 2.652

27
Properties=species:S:1:pos:R:3 method="wB97M-V/def2-TZVPD" orbital_gap_ev=9.74 e_tot_ha=-860.75831 e_homo_ev=-8.954 charge=0 smiles="CC(C)[P@@]1(=O)NCc2ccccc21" spin_multiplicity=1
P -0.105 -0.489 1.003
O -0.432 -0.379 2.423
N 1.449 -1.457 0.209
C 0.497 1.012 0.145
C 0.045 3.102 -0.769
C -1.409 -1.564 0.145
C 1.692 0.873 -0.497
C -0.338 2.070 0.106
C 1.300 3.092 -1.373
C 2.162 1.979 -1.265
C -2.725 -0.843 0.225
C -1.241 -2.886 0.933
C 2.315 -0.456 -0.262
H 1.856 -2.063 0.922
H -0.146 -2.983 0.934
H -2.883 -0.188 -0.727
H -1.421 1.915 0.538
H -0.376 4.067 -0.865
H 1.422 3.874 -2.123
H -3.478 -1.622 0.413
H -1.906 -3.586 0.454
H -2.651 -0.059 0.990
H -1.704 -2.501 1.890
H 3.126 1.818 -1.735
H -1.050 -1.551 -0.965
H 3.111 -0.325 0.390
H 2.891 -0.851 -1.141